1.
The following is a quantum chemistry calculation of a cluster of 2 separate species, C4H6O2S in total at a distorted geometry, from the Open Molecules 2025 dataset.

```
! RIJCOSX wB97M-V def2-TZVPD def2/J DEFGRID3
* xyz 0 1
C 1.474 1.487 0.534
C -1.844 -0.262 1.070
C 1.724 2.008 -0.615
C -1.231 -1.297 0.214
O 1.227 1.036 1.580
O -1.386 1.570 -0.652
S -1.953 1.326 0.680
H -2.229 -0.519 2.042
H 0.914 2.379 -1.214
H 2.719 2.044 -1.015
H -1.826 -2.211 0.210
H -0.233 -1.548 0.584
H -1.132 -0.914 -0.801
*
```

The calculation puts the frontier orbital gap at 9.2 eV. The calculated total energy comes out at -19173.250 eV. The HOMO energy comes out at -0.3357 Ha.

Here are the Löwdin charges for atoms 1 to 6, given in e: number 1, C, carries -0.31; number 2, C, carries -0.45; number 3, C, carries 0.01; number 4, C, carries -0.14; number 5, O, carries 0.13; number 6, O, carries -0.58

---

2.
The following is a quantum chemistry calculation of a cluster of 2 separate species, C4H8O3 in total at a distorted geometry, from the Open Molecules 2025 dataset.

```
! RIJCOSX wB97M-V def2-TZVPD def2/J DEFGRID3
* xyz 0 1
C 1.150 0.125 0.396
C 0.493 -1.381 0.450
C -0.688 -0.508 -0.413
C -0.281 0.551 0.429
H 3.019 -0.258 0.067
H 1.940 0.632 1.218
H 0.137 -1.813 1.576
H 1.229 -2.251 0.146
H -0.545 -0.278 -1.493
H -2.444 -1.195 -0.816
H -0.686 0.454 1.390
H -1.461 1.831 -0.291
O 1.917 0.074 -0.806
O -2.026 -0.727 -0.150
O -0.545 1.921 0.085
*
```

The calculation puts the frontier orbital gap at 9.2 eV. The calculated total energy comes out at -10413.719 eV. The HOMO energy comes out at -0.3552 Ha.

Here are the Löwdin charges for atoms 1 to 6, given in e: number 1, C, carries -0.40; number 2, C, carries -0.02; number 3, C, carries -0.31; number 4, C, carries -0.42; number 5, H, carries 0.33; number 6, H, carries 0.17

---

3.
The following is a quantum chemistry calculation of a cluster of 2 separate species, C3H3Cl2N3O in total at a distorted geometry, from the Open Molecules 2025 dataset.

```
! RIJCOSX wB97M-V def2-TZVPD def2/J DEFGRID3
* xyz 0 1
C -2.698 0.817 1.491
C -2.736 1.195 0.346
C 2.296 0.039 -1.375
N 1.788 0.230 -0.246
N 0.493 -0.648 1.227
N 0.807 -0.720 0.044
O 0.279 -1.409 -0.775
Cl -2.614 2.042 -1.084
Cl -0.668 -1.739 1.688
H -2.304 0.353 2.319
H 3.068 0.761 -1.748
H 2.290 -0.921 -1.887
*
```

The calculation puts the frontier orbital gap at 9.5 eV. As for the SMILES: C=N/[N+]([O-])=N/Cl.C#CCl. The calculated total energy comes out at -34714.525 eV. The HOMO energy comes out at -0.3655 Ha.

Here are the Löwdin charges for atoms 1 to 6, given in e: number 1, C, carries 0.00; number 2, C, carries -0.70; number 3, C, carries 0.02; number 4, N, carries 0.08; number 5, N, carries -0.36; number 6, N, carries -0.52

---

4.
The following is a quantum chemistry calculation of an isolated molecule of C5H3NO at a distorted geometry, from the Open Molecules 2025 dataset.

```
! RIJCOSX wB97M-V def2-TZVPD def2/J DEFGRID3
* xyz 0 1
C 0.401 -2.575 -0.728
C 0.511 -1.247 -0.639
C 0.093 0.052 -0.150
C -0.427 0.372 1.207
C 0.224 1.281 -0.590
H 0.496 -3.501 -1.105
H -0.952 -0.103 2.082
H 0.496 1.821 -1.448
N -0.685 1.635 1.216
O -0.156 2.265 0.155
*
```

The calculation puts the frontier orbital gap at 10.0 eV. As for the SMILES: C#Cc1cnoc1. The calculated total energy comes out at -8765.516 eV. The HOMO energy comes out at -0.3443 Ha.

Here are the Löwdin charges for atoms 1 to 6, given in e: number 1, C, carries 0.16; number 2, C, carries -0.02; number 3, C, carries -0.22; number 4, C, carries -0.05; number 5, C, carries -0.16; number 6, H, carries -0.03

---

5.
The following is a quantum chemistry calculation of a cluster of 3 separate species, C2H2F2O3 in total at a distorted geometry, from the Open Molecules 2025 dataset.

```
! RIJCOSX wB97M-V def2-TZVPD def2/J DEFGRID3
* xyz 0 1
C 1.441 2.255 -0.858
C -1.716 2.621 -2.513
O -1.113 0.187 -0.344
O -1.443 2.859 -1.434
O -1.985 2.373 -3.590
F 2.411 3.065 -0.470
F 1.447 2.213 -2.174
H -1.671 0.693 -1.078
H -0.843 0.862 0.265
*
```

The calculation puts the frontier orbital gap at 10.9 eV. The calculated total energy comes out at -13681.917 eV. The HOMO energy comes out at -0.4060 Ha.

Here are the Löwdin charges for atoms 1 to 6, given in e: number 1, C, carries -0.05; number 2, C, carries -0.46; number 3, O, carries -0.10; number 4, O, carries 0.19; number 5, O, carries 0.24; number 6, F, carries 0.05

---

6.
The following is a quantum chemistry calculation of a cluster of 5 separate species, H10O5 in total at a distorted geometry, from the Open Molecules 2025 dataset.

```
! RIJCOSX wB97M-V def2-TZVPD def2/J DEFGRID3
* xyz -1 2
O -22.958 -23.691 28.461
H -23.159 -22.919 27.931
H -23.168 -24.433 27.894
O -24.191 -25.952 27.031
H -24.790 -25.860 26.290
H -24.000 -26.889 27.068
O -20.591 -24.245 29.653
H -21.381 -23.991 29.176
H -20.055 -23.452 29.669
O -24.121 -22.825 31.432
H -25.012 -22.937 31.101
H -23.652 -23.602 31.126
O -25.938 -25.605 29.312
H -25.168 -25.448 28.766
H -25.591 -26.012 30.106
*
```

The expectation value of S² is 0.75. The calculation puts the frontier orbital gap (alpha / beta) at 3.2 / 11.1 eV. The calculated total energy comes out at -10399.453 eV. The HOMO energy (alpha / beta) comes out at 0.0187 / -0.2753 Ha.

Here are the Löwdin charges for atoms 1 to 6, given in e: number 1, O, carries -0.15; number 2, H, carries 0.03; number 3, H, carries -0.02; number 4, O, carries -0.31; number 5, H, carries -0.05; number 6, H, carries -0.05

---

The following ΔE to the lowest compared entry with this formula, charge and spin values (in kcal per mole) correspond, in order, to the records above: 47.4; 168.0; 115.1; 103.6; 56.6; 5.8.